{"formula": "C36H80F6N4P", "method": "the ωB97M-V functional and the def2-TZVPD basis", "homo_lumo_gap_ev": 7.61, "total_energy_ha": -2576.84594, "lumo_energy_ev": -6.44, "homo_energy_ha": -0.5165, "total_charge": 3, "species": ["C", "C", "C", "C", "N", "C", "C", "C", "C", "C", "H", "H", "H", "H", "H", "H", "H", "H", "H", "H", "H", "H", "H", "H", "H", "H", "H", "H", "H", "H", "C", "C", "C", "C", "N", "C", "C", "C", "C", "C", "H", "H", "H", "H", "H", "H", "H", "H", "H", "H", "H", "H", "H", "H", "H", "H", "H", "H", "H", "H", "C", "C", "C", "C", "N", "C", "C", "C", "C", "C", "H", "H", "H", "H", "H", "H", "H", "H", "H", "H", "H", "H", "H", "H", "H", "H", "H", "H", "H", "H", "C", "C", "C", "C", "N", "C", "C", "C", "C", "C", "H", "H", "H", "H", "H", "H", "H", "H", "H", "H", "H", "H", "H", "H", "H", "H", "H", "H", "H", "H", "P", "F", "F", "F", "F", "F", "F"], "positions_angstrom": [[6.1031, -6.0587, 0.9479], [6.2978, -5.1575, 2.1935], [5.1990, -4.1478, 2.4956], [4.7921, -3.3569, 1.1920], [4.0008, -2.0166, 1.2535], [4.8977, -0.8582, 1.5868], [4.4492, 0.3192, 0.6850], [4.0613, -0.4584, -0.5329], [3.3424, -1.7187, -0.1344], [2.9067, -2.1088, 2.3079], [6.0945, -5.3920, 0.0856], [5.1717, -6.6248, 0.9351], [6.9361, -6.7478, 0.8091], [7.2358, -4.6700, 1.9280], [6.5463, -5.7965, 3.0409], [5.5578, -3.4548, 3.2565], [4.3153, -4.5901, 2.9557], [4.1444, -4.0218, 0.6206], [5.6772, -3.0837, 0.6175], [4.7215, -0.6614, 2.6443], [5.9182, -1.1821, 1.3825], [3.5661, 0.8034, 1.1019], [5.2097, 1.0937, 0.5851], [3.4734, 0.2061, -1.1661], [4.8954, -0.7703, -1.1614], [2.2657, -1.6194, 0.0030], [3.4783, -2.5014, -0.8808], [3.2781, -2.2874, 3.3171], [2.3172, -2.9370, 1.9147], [2.4504, -1.1192, 2.3348], [3.4322, 3.4019, -0.7979], [1.8932, 3.6361, -0.9177], [1.1590, 2.6771, -1.8802], [-0.3232, 3.0384, -1.8017], [-1.1959, 1.9463, -2.5638], [-0.8706, 1.8501, -4.0624], [-1.4197, 3.2258, -4.6236], [-2.6689, 3.5702, -3.7277], [-2.6626, 2.4943, -2.6401], [-1.1095, 0.5389, -1.9137], [3.7133, 2.4046, -0.4595], [3.9326, 4.1295, -0.1588], [3.8273, 3.3857, -1.8136], [1.8028, 4.6708, -1.2483], [1.5171, 3.5848, 0.1040], [1.4827, 1.6744, -1.6010], [1.5657, 2.7719, -2.8871], [-0.5708, 4.0001, -2.2510], [-0.5924, 2.9238, -0.7518], [-1.4642, 1.0479, -4.5007], [0.1794, 1.8560, -4.3549], [-1.7902, 2.9889, -5.6209], [-0.7041, 4.0479, -4.6312], [-3.6216, 3.6646, -4.2488], [-2.4948, 4.5715, -3.3339], [-3.2324, 1.6146, -2.9397], [-2.9603, 2.8075, -1.6394], [-0.0594, 0.2944, -2.0740], [-1.8732, -0.1350, -2.3018], [-1.2127, 0.6453, -0.8338], [-6.6168, -1.7591, -1.9168], [-5.4763, -2.5460, -1.3155], [-4.0975, -1.6926, -1.3061], [-3.1642, -2.3262, -0.3024], [-1.7196, -1.8167, -0.4498], [-1.1961, -2.1886, -1.8701], [0.3404, -2.2632, -1.8151], [0.4571, -2.9608, -0.4610], [-0.6713, -2.4834, 0.5078], [-1.7493, -0.2681, -0.3433], [-7.4753, -2.3881, -2.1522], [-6.2238, -1.3186, -2.8331], [-6.9290, -1.0120, -1.1871], [-5.3937, -3.4499, -1.9190], [-5.7390, -2.8568, -0.3043], [-4.2845, -0.6655, -0.9924], [-3.6510, -1.7262, -2.2998], [-3.0078, -3.4045, -0.3327], [-3.3894, -2.2066, 0.7574], [-1.5631, -1.3998, -2.5267], [-1.7345, -3.1131, -2.0788], [0.9209, -1.3452, -1.9065], [0.8750, -2.9151, -2.5059], [1.4519, -2.8261, -0.0366], [0.3399, -4.0205, -0.6879], [-0.3733, -1.7436, 1.2506], [-1.1275, -3.3433, 0.9983], [-2.3054, 0.0372, 0.5430], [-2.1188, 0.2584, -1.2233], [-0.7013, -0.0256, -0.1679], [-4.6586, -0.8434, 2.6362], [-3.2662, -0.9823, 2.0023], [-2.7788, 0.3283, 1.4745], [-2.6399, 1.4342, 2.4955], [-1.8167, 2.6399, 1.9751], [-0.3129, 2.3995, 1.9235], [0.3424, 3.7907, 2.0456], [-0.6561, 4.7671, 2.6841], [-1.9014, 3.8434, 2.9594], [-2.3325, 3.1971, 0.6052], [-5.3622, -1.2003, 1.8841], [-4.8187, 0.2109, 2.8618], [-4.6011, -1.4015, 3.5707], [-3.3407, -1.7737, 1.2566], [-2.4759, -1.4137, 2.6166], [-3.4681, 0.6222, 0.6829], [-1.8364, 0.1674, 0.9511], [-1.9727, 1.1657, 3.3146], [-3.6139, 1.6768, 2.9204], [0.0157, 1.9107, 1.0064], [-0.0819, 1.8234, 2.8195], [0.6846, 4.2501, 1.1182], [1.2987, 3.5984, 2.5319], [-0.8302, 5.6166, 2.0237], [-0.2207, 5.2590, 3.5539], [-2.8253, 4.3780, 2.7389], [-1.9644, 3.3563, 3.9325], [-3.3985, 3.2705, 0.8206], [-2.1670, 2.4291, -0.1504], [-1.9774, 4.1999, 0.3678], [0.9374, 0.3412, 0.5078], [-0.3886, -0.0910, 1.4302], [1.1742, 1.6744, 1.4636], [1.9573, -0.5738, 1.4653], [2.0615, 0.8225, -0.5796], [0.5602, -0.8236, -0.5091], [0.0161, 1.2897, -0.3679]], "forces_ev_per_angstrom": [[-0.5, 0.6, 0.1], [0.7, -1.0, -1.1], [-0.4, 1.4, -0.3], [-0.1, -0.3, 0.3], [-0.3, -1.3, 0.6], [-0.2, 0.6, 0.4], [0.4, -1.2, 1.2], [0.7, 0.6, -2.6], [0.8, 0.2, 0.4], [2.7, -2.9, 1.8], [0.0, -0.2, -0.3], [0.0, -0.1, 0.1], [-0.1, 0.1, 0.2], [0.0, 0.6, 0.5], [-0.4, 0.3, 0.3], [0.2, 0.2, 0.0], [-0.1, -0.3, -0.3], [0.2, 0.1, -0.2], [0.0, -0.3, -0.1], [0.6, 0.0, 0.0], [0.0, 0.3, 0.1], [0.5, 0.1, 0.2], [0.1, -0.3, -0.2], [1.1, -1.1, -0.4], [0.5, 0.2, 0.4], [1.7, -0.2, -0.3], [0.4, -0.3, 0.4], [0.7, -0.8, -0.4], [-0.6, 0.2, 0.7], [2.4, -3.9, 4.5], [-0.6, -0.7, -0.9], [1.6, -0.1, 0.1], [0.8, 1.6, -1.0], [0.2, -2.0, -1.3], [0.1, 1.3, -2.3], [-0.6, 3.2, -0.2], [-1.5, -1.5, 0.0], [1.1, 0.3, 0.1], [0.9, -0.7, 0.0], [4.5, 8.3, -10.0], [-0.4, 0.2, 0.4], [-0.1, 0.1, -0.3], [0.4, 0.6, 0.0], [-0.3, 0.1, 0.0], [0.0, -0.3, -0.8], [-1.5, 1.8, -1.6], [-0.1, 0.7, -0.2], [0.0, -0.1, 0.2], [-0.2, 1.2, -1.1], [0.3, -0.2, 0.3], [0.0, -0.8, 0.7], [0.4, 0.5, -0.2], [0.1, -0.3, -0.1], [0.1, -0.5, -0.1], [-0.1, -0.1, 0.4], [-0.3, 0.1, 0.0], [-0.1, 0.0, -0.5], [-0.6, -0.7, -0.9], [0.6, 1.6, -2.4], [2.2, 5.9, -5.4], [0.3, 0.2, 0.2], [0.9, 0.5, -0.2], [-1.5, -1.8, 0.8], [2.0, -2.6, -2.7], [0.2, 0.4, 0.2], [-0.3, 0.2, -0.2], [-0.1, -3.1, -1.7], [0.0, -1.4, 0.6], [-0.3, -1.0, -1.0], [-2.7, -13.6, -2.2], [0.1, 0.0, 0.0], [-0.5, 0.3, -0.1], [-0.2, 0.3, -0.4], [0.7, -0.1, 0.2], [0.2, 0.0, 0.1], [-0.3, 0.1, -0.2], [-0.2, 0.2, -0.1], [-0.5, -0.3, -0.9], [-1.3, -7.3, -9.5], [0.2, -1.6, -0.2], [0.6, -0.2, -0.3], [-0.5, -1.3, -1.8], [-1.1, -0.5, -0.6], [-0.9, -0.7, 0.1], [-0.1, -0.1, 0.4], [-0.3, -1.5, -0.4], [-0.2, 0.1, -0.1], [-5.5, -3.5, -10.6], [-5.9, -4.0, 4.0], [-4.6, -2.6, -0.5], [1.5, -0.1, 0.1], [0.3, 0.9, 3.0], [-5.8, 4.4, 9.9], [1.0, 0.6, 0.4], [-1.3, 2.9, -0.3], [-6.2, 3.3, 0.8], [0.2, 0.3, -0.2], [0.0, -1.2, 0.5], [-0.2, 0.3, -0.5], [-0.9, -1.4, 2.5], [-0.5, 0.0, 0.5], [-0.6, -0.3, 0.1], [-0.9, -0.1, -0.2], [0.8, 8.6, 9.2], [-0.1, 0.2, 0.9], [-0.7, 0.7, 0.3], [6.5, 3.4, 10.5], [-0.4, -0.6, 0.2], [0.2, 0.9, -0.1], [-6.9, 3.9, 1.5], [-0.8, 0.1, 0.1], [-0.7, -0.3, 0.1], [-0.2, 0.5, 0.7], [-0.6, -0.3, -0.2], [-0.4, -0.4, 0.4], [-0.1, -0.2, 0.3], [0.3, 0.5, 0.2], [-0.2, 0.1, -0.5], [0.0, 0.4, 0.4], [0.5, -0.4, 0.1], [3.6, 1.1, 1.0], [4.1, 1.1, 2.6], [13.8, -6.5, -1.1], [-7.2, 8.1, -7.0], [-0.4, -1.9, 4.1], [3.0, 3.9, 5.0], [3.1, 1.8, 2.9]], "lowdin_charge": [-0.0976, -0.2407, -0.1666, -0.0854, -0.1949, -0.0607, -0.1310, -0.1670, -0.0890, 0.0258, 0.0580, 0.0765, 0.0857, 0.1117, 0.1176, 0.1125, 0.1132, 0.1232, 0.1322, 0.1403, 0.1435, 0.0840, 0.1386, 0.1076, 0.1424, 0.0491, 0.1494, 0.1166, 0.1154, -0.0202, -0.0501, -0.2069, -0.1596, -0.0430, -0.1421, -0.0664, -0.1101, -0.1227, -0.0669, -0.1089, 0.0256, 0.0922, 0.0878, 0.1265, 0.0470, 0.0611, 0.1262, 0.1422, 0.0807, 0.1375, 0.1286, 0.1185, 0.1170, 0.1267, 0.1100, 0.1362, 0.0992, 0.1499, 0.1186, -0.0285, -0.1040, -0.2155, -0.1104, -0.1022, -0.0621, -0.0321, -0.1226, -0.1305, -0.0004, -0.2197, 0.0902, 0.0785, 0.0771, 0.1154, 0.1060, 0.1134, 0.1143, 0.1560, 0.0181, 0.0939, 0.1534, 0.1145, 0.1409, 0.0662, 0.1383, 0.1004, 0.1446, -0.1451, 0.0459, 0.0615, 0.0012, -0.1710, -0.2079, -0.0133, -0.1874, -0.2226, -0.1133, -0.0900, -0.0479, 0.0549, 0.0900, 0.0697, 0.1020, -0.0169, 0.1464, 0.1725, 0.0277, 0.1459, 0.1348, 0.0188, 0.1594, 0.0860, 0.1359, 0.1164, 0.1270, 0.1303, 0.1367, 0.1231, 0.0546, 0.1279, 0.5442, -0.1462, -0.1341, -0.1323, -0.1646, -0.2795, -0.2786]}